Below is an isolated molecule of C6H12NO in a non-equilibrium geometry, with properties calculated with the ωB97M-V functional and the def2-TZVPD basis.

Atoms and positions in Å:
C1 1.037 -0.611 -1.852
N1 0.057 -0.611 -0.760
C2 -0.995 0.413 -1.006
C3 -1.214 1.158 0.317
C4 0.174 1.091 0.950
C5 0.670 -0.277 0.499
C6 0.022 -1.333 1.692
O1 0.684 -1.036 2.775
H1 0.742 -1.369 -2.571
H2 2.022 -0.896 -1.481
H3 1.134 0.367 -2.330
H4 -0.703 1.102 -1.804
H5 -1.918 -0.084 -1.319
H6 -2.044 0.649 0.800
H7 -1.575 2.166 0.124
H8 0.808 1.867 0.521
H9 0.092 1.169 2.032
H10 1.755 -0.353 0.508
H11 0.302 -2.312 1.265
H12 -1.047 -1.099 1.640

Calculated values
* calculated total energy: -9951.3225 eV
* orbital gap (alpha / beta): 0.35609 / 0.29689 Ha
* energy above the lowest of the compared OMol25 structures with the same formula, charge and spin: 50.8 kJ/mol
* spin multiplicity: 2
* LUMO energy (alpha / beta): 0.97 / -1.05 eV
* net charge: 0
* <S²>: 0.76